# 1
C45H43BCaF9I2N4O12PS as an isolated structure in a non-equilibrium geometry. Source: OMol25; level of theory: ωB97M-V/def2-TZVPD.

Results
charge	-2

Each line ends with the Löwdin charge.
Atoms and positions in Å:
Ca1 -0.585 0.280 1.408  1.16
O1 1.520 2.098 3.243  0.07
C1 0.308 2.092 3.044  -0.64
O2 -0.486 1.102 3.201  -0.26
C2 -0.397 3.350 2.564  -0.04
C3 -0.301 4.525 3.244  0.07
C4 -1.079 5.637 2.877  -0.17
C5 -1.968 5.535 1.819  0.06
C6 -2.010 4.380 1.075  -0.07
C7 -1.234 3.205 1.400  -0.27
O3 -1.310 2.120 0.747  -0.22
N1 -2.928 4.354 -0.034  -0.34
O4 -2.522 3.945 -1.102  0.08
O5 -4.050 4.820 0.134  0.06
N2 -0.961 6.873 3.577  -0.37
O6 -0.175 6.945 4.516  0.04
O7 -1.654 7.826 3.224  0.02
H1 0.363 4.612 4.094  0.13
H2 -2.602 6.371 1.564  0.13
O8 1.483 -0.068 0.911  -0.18
O9 1.649 0.334 -0.481  -0.28
O10 -0.937 -1.636 0.590  -0.31
C8 -0.137 -2.346 1.191  -0.84
I1 -0.217 -2.246 3.277  0.98
I2 -0.803 -2.435 6.335  -0.39
C9 6.167 -0.493 1.736  -0.01
C10 4.829 -1.182 1.518  -0.47
C11 4.997 -2.370 0.568  -0.01
O11 3.922 -0.281 0.883  0.18
B1 2.663 -0.532 1.388  -0.84
O12 2.708 -1.393 2.468  0.08
C12 4.076 -1.576 2.833  -0.47
C13 4.281 -3.020 3.267  0.00
C14 4.364 -0.625 3.993  0.00
H3 6.620 -0.278 0.768  0.09
H4 6.835 -1.144 2.305  0.09
H5 6.035 0.446 2.270  0.09
H6 5.378 -1.994 -0.383  0.09
H7 4.013 -2.806 0.386  0.08
H8 5.672 -3.130 0.962  0.08
H9 3.809 -3.707 2.566  0.08
H10 3.823 -3.171 4.245  0.09
H11 5.347 -3.249 3.332  0.09
H12 4.163 0.403 3.686  0.10
H13 5.393 -0.715 4.345  0.08
H14 3.678 -0.860 4.807  0.10
F1 -0.698 -5.536 -4.825  0.11
C15 -0.936 -4.360 -5.453  -0.57
F2 -0.079 -4.300 -6.499  0.12
F3 -2.177 -4.472 -5.993  0.12
C16 -0.809 -3.190 -4.537  -0.15
C17 -0.344 -1.971 -5.014  -0.01
C18 -0.224 -0.893 -4.155  -0.07
C19 -0.549 -1.000 -2.799  -0.27
C20 -1.053 -2.224 -2.356  -0.06
C21 -1.186 -3.309 -3.207  -0.02
P1 -0.479 0.414 -1.567  1.15
C22 0.659 1.555 -2.464  -0.33
C23 1.865 1.082 -2.993  -0.09
C24 2.804 1.955 -3.506  0.00
C25 2.548 3.321 -3.496  -0.14
C26 1.369 3.810 -2.955  0.00
C27 0.435 2.928 -2.432  -0.06
C28 3.524 4.258 -4.124  -0.57
F4 3.557 5.469 -3.531  0.12
F5 3.227 4.495 -5.435  0.11
F6 4.791 3.786 -4.117  0.12
C29 -2.120 0.984 -2.319  -0.32
C30 -2.307 1.727 -3.480  -0.08
C31 -3.575 2.114 -3.881  -0.01
C32 -4.678 1.751 -3.124  -0.14
C33 -4.515 1.008 -1.961  0.00
C34 -3.242 0.630 -1.575  -0.09
C35 -6.049 2.182 -3.527  -0.56
F7 -6.499 3.252 -2.838  0.13
F8 -6.970 1.201 -3.335  0.11
F9 -6.124 2.518 -4.840  0.11
H15 -0.075 -1.870 -6.058  0.12
H16 0.123 0.047 -4.556  0.10
H17 -1.343 -2.330 -1.320  0.09
H18 -1.582 -4.247 -2.838  0.11
H19 2.075 0.022 -2.973  0.11
H20 3.743 1.584 -3.896  0.12
H21 1.191 4.877 -2.930  0.12
H22 -0.480 3.304 -1.988  0.09
H23 -1.454 2.012 -4.085  0.10
H24 -3.709 2.708 -4.776  0.11
H25 -5.373 0.741 -1.357  0.12
H26 -3.111 0.062 -0.663  0.04
C36 2.837 -6.022 -0.180  -0.05
C37 1.789 -5.228 -0.968  -0.60
C38 2.417 -4.624 -2.234  -0.03
C39 0.626 -6.147 -1.378  -0.04
C40 1.223 -4.161 -0.138  0.06
C41 0.640 -3.334 0.514  0.03
H27 3.195 -6.862 -0.780  0.08
H28 2.414 -6.409 0.748  0.09
H29 3.689 -5.386 0.066  0.07
H30 2.821 -5.426 -2.855  0.09
H31 3.224 -3.937 -1.986  0.08
H32 1.666 -4.079 -2.808  0.08
H33 1.005 -6.985 -1.968  0.09
H34 -0.093 -5.597 -1.986  0.06
H35 0.109 -6.536 -0.500  0.09
C42 -5.639 1.853 3.100  -0.07
N3 -4.625 1.281 3.946  -0.17
C43 -4.711 1.333 5.396  -0.13
C44 -3.454 0.568 5.831  -0.15
N4 -3.112 -0.153 4.620  0.02
C45 -3.753 0.322 3.545  -0.81
S1 -3.596 -0.220 1.977  0.69
H36 -6.009 2.766 3.567  0.09
H37 -6.476 1.164 2.941  0.09
H38 -5.205 2.096 2.132  0.06
H39 -5.630 0.842 5.743  0.12
H40 -4.717 2.366 5.747  0.12
H41 -3.635 -0.129 6.648  0.10
H42 -2.651 1.248 6.127  0.12
H43 -2.260 -0.692 4.554  -0.03

# 2
C45H43N8NiO2Si as an isolated structure in a non-equilibrium geometry. Source: OMol25; level of theory: ωB97M-V/def2-TZVPD.

Results
multiplicity	3
charge	-1

Each line ends with the Löwdin charge.
Atoms and positions in Å:
Ni1 1.443 0.437 -0.288  0.47
C1 -1.653 2.925 1.621  -0.11
C2 -0.527 2.132 1.477  -0.08
N1 -0.343 1.390 0.393  0.10
C3 -1.315 1.382 -0.543  -0.17
C4 -2.424 2.211 -0.379  -0.07
N2 -2.592 2.990 0.676  0.08
C5 -1.062 0.527 -1.707  -0.21
C6 -1.901 0.396 -2.786  0.04
C7 -1.512 -0.379 -3.911  -0.15
C8 -0.237 -0.976 -3.843  0.05
C9 0.551 -0.827 -2.724  -0.21
N3 0.134 -0.098 -1.658  0.04
C10 1.902 -1.351 -2.575  -0.16
C11 2.499 -2.295 -3.418  -0.07
N4 3.725 -2.748 -3.239  0.07
C12 4.392 -2.273 -2.179  -0.13
C13 3.831 -1.339 -1.330  -0.09
N5 2.608 -0.863 -1.529  0.09
C14 -2.363 -0.513 -5.084  -0.17
C15 -1.977 -1.242 -6.223  -0.03
C16 -2.821 -1.332 -7.311  -0.17
N6 -4.025 -0.761 -7.381  0.03
C17 -4.400 -0.069 -6.306  -0.17
C18 -3.635 0.082 -5.167  -0.03
H1 -1.807 3.538 2.499  0.10
H2 0.244 2.083 2.236  0.10
H3 -3.194 2.271 -1.140  0.11
H4 -2.848 0.913 -2.775  0.09
H5 0.152 -1.534 -4.682  0.09
H6 1.963 -2.699 -4.270  0.11
H7 5.397 -2.649 -2.033  0.10
H8 4.376 -0.950 -0.478  0.11
H9 -1.022 -1.744 -6.275  0.09
H10 -2.523 -1.896 -8.189  0.10
H11 -5.382 0.391 -6.369  0.10
H12 -4.038 0.665 -4.352  0.09
C19 4.969 1.301 2.800  -0.21
Si1 3.193 0.546 2.733  0.50
C20 3.576 -1.295 2.993  -0.17
C21 2.455 1.448 4.237  -0.19
C22 2.759 1.140 0.990  -0.24
H13 5.406 1.190 3.798  0.02
H14 4.943 2.370 2.574  0.02
H15 5.655 0.830 2.090  0.02
H16 4.188 -1.431 3.887  0.03
H17 4.139 -1.674 2.137  0.02
H18 2.684 -1.907 3.099  0.01
H19 3.145 1.362 5.079  0.02
H20 1.489 1.054 4.545  0.01
H21 2.344 2.515 4.019  0.02
H22 3.696 1.117 0.425  0.01
H23 2.477 2.193 1.090  0.01
C23 -6.417 -0.560 0.813  -0.06
C24 -5.508 -0.496 2.013  -0.24
C25 -5.918 0.245 3.113  -0.07
C26 -5.094 0.390 4.216  -0.10
C27 -3.858 -0.220 4.224  -0.04
C28 -3.426 -0.994 3.139  -0.20
N7 -2.137 -1.531 3.270  0.10
C29 -1.608 -2.670 2.673  -0.22
C30 -2.321 -3.871 2.746  -0.05
C31 -1.788 -5.042 2.243  -0.10
C32 -0.530 -5.049 1.663  -0.10
C33 0.187 -3.867 1.580  -0.03
C34 -0.325 -2.675 2.073  -0.06
C35 0.460 -1.395 1.854  -0.60
O1 0.504 -0.541 2.768  -0.04
O2 1.042 -1.334 0.739  -0.04
C36 -4.255 -1.127 2.005  -0.15
C37 -3.804 -1.862 0.769  -0.02
H24 -7.310 0.040 0.987  0.07
H25 -6.725 -1.584 0.591  0.09
H26 -5.918 -0.166 -0.075  0.07
H27 -6.882 0.740 3.095  0.10
H28 -5.413 0.982 5.064  0.10
H29 -3.191 -0.116 5.072  0.11
H30 -1.408 -0.857 3.494  0.12
H31 -3.295 -3.866 3.221  0.12
H32 -2.356 -5.962 2.309  0.10
H33 -0.109 -5.967 1.273  0.09
H34 1.165 -3.850 1.115  0.11
H35 -3.988 -2.935 0.850  0.08
H36 -2.737 -1.731 0.598  0.08
H37 -4.327 -1.502 -0.114  0.06
C38 1.858 2.094 -1.633  -0.07
C39 3.026 2.879 -1.305  -0.32
C40 2.944 4.012 -0.474  -0.06
C41 4.067 4.699 -0.073  -0.03
C42 5.336 4.285 -0.492  -0.25
C43 5.439 3.177 -1.341  -0.03
C44 4.310 2.499 -1.741  -0.05
C45 6.496 4.989 -0.065  -0.21
N8 7.427 5.572 0.281  0.13
H38 1.953 1.564 -2.579  0.07
H39 0.928 2.659 -1.584  0.07
H40 1.966 4.341 -0.141  0.11
H41 3.981 5.558 0.580  0.11
H42 6.418 2.853 -1.672  0.11
H43 4.402 1.640 -2.396  0.11

# 3
C45H44IrN4O4P2SSe as an isolated structure in a non-equilibrium geometry. Source: OMol25; level of theory: ωB97M-V/def2-TZVPD.

Results
charge	+1

Each line ends with the Löwdin charge.
Atoms and positions in Å:
Ir1 -0.076 0.451 0.184  1.13
C1 2.082 -1.415 2.417  -0.04
C2 2.052 -1.918 1.019  -0.25
C3 2.971 -2.898 0.638  0.01
C4 2.876 -3.495 -0.593  -0.01
C5 1.809 -3.163 -1.411  -0.01
C6 0.938 -2.190 -0.996  -0.22
N1 1.088 -1.512 0.159  0.09
C7 -0.273 -1.870 -1.747  -0.21
C8 -0.806 -2.689 -2.728  0.02
C9 -1.984 -2.316 -3.339  -0.01
C10 -2.595 -1.130 -2.969  0.03
C11 -2.000 -0.359 -1.995  -0.20
N2 -0.877 -0.745 -1.389  0.00
C12 -2.583 0.880 -1.482  -0.23
C13 -3.541 1.580 -2.171  0.00
C14 -4.156 2.650 -1.544  -0.02
C15 -3.826 2.934 -0.239  0.01
C16 -2.818 2.218 0.402  -0.27
C17 -2.513 2.491 1.835  -0.03
N3 -2.153 1.236 -0.261  0.06
H1 3.081 -1.462 2.843  0.10
H2 1.419 -2.037 3.026  0.11
H3 1.714 -0.416 2.490  -0.01
H4 3.743 -3.181 1.341  0.13
H5 3.596 -4.243 -0.905  0.13
H6 1.674 -3.649 -2.366  0.12
H7 -0.319 -3.616 -2.996  0.13
H8 -2.429 -2.947 -4.099  0.13
H9 -3.536 -0.831 -3.412  0.12
H10 -3.803 1.302 -3.182  0.13
H11 -4.910 3.233 -2.063  0.13
H12 -4.341 3.715 0.307  0.13
H13 -3.191 3.233 2.248  0.11
H14 -1.494 2.836 1.974  0.04
H15 -2.611 1.574 2.409  0.06
C18 4.259 6.747 -2.998  -0.42
S1 5.225 5.788 -1.807  0.79
C19 5.201 4.140 -2.595  -0.48
C20 4.403 3.050 -1.853  -0.24
C21 2.946 3.409 -1.524  -0.27
N4 2.245 2.260 -0.904  -0.29
P1 1.141 2.063 1.491  0.86
C22 1.182 3.840 1.228  -0.31
C23 2.323 4.574 1.519  -0.07
C24 2.291 5.962 1.433  -0.06
C25 1.135 6.614 1.034  -0.06
C26 -0.001 5.878 0.710  -0.06
C27 0.024 4.498 0.805  -0.09
C28 2.806 1.574 2.011  -0.35
C29 3.665 0.846 1.189  -0.13
C30 4.935 0.506 1.632  -0.07
C31 5.348 0.884 2.906  -0.06
C32 4.482 1.577 3.740  -0.05
C33 3.210 1.921 3.297  -0.08
P2 1.048 1.518 -1.587  0.76
C34 0.158 2.601 -2.750  -0.30
C35 0.675 2.829 -4.025  -0.09
C36 0.078 3.760 -4.865  -0.06
C37 -1.034 4.478 -4.437  -0.07
C38 -1.532 4.285 -3.157  -0.07
C39 -0.932 3.356 -2.315  -0.10
C40 1.747 0.250 -2.739  -0.31
C41 3.046 -0.204 -2.511  -0.09
C42 3.617 -1.169 -3.336  -0.07
C43 2.893 -1.695 -4.400  -0.08
C44 1.598 -1.253 -4.641  -0.07
C45 1.026 -0.290 -3.814  -0.12
H16 4.220 7.774 -2.629  0.03
H17 3.242 6.356 -3.078  0.03
H18 4.745 6.739 -3.974  0.03
H19 6.245 3.846 -2.689  0.06
H20 4.793 4.276 -3.600  0.07
H21 4.915 2.788 -0.918  0.11
H22 4.393 2.160 -2.495  0.09
H23 2.463 3.762 -2.445  0.10
H24 2.954 4.244 -0.846  0.07
H25 3.234 4.076 1.830  0.11
H26 3.180 6.530 1.674  0.11
H27 1.118 7.696 0.981  0.11
H28 -0.906 6.383 0.392  0.11
H29 -0.862 3.933 0.546  0.07
H30 3.326 0.554 0.208  0.06
H31 5.601 -0.057 0.986  0.11
H32 6.345 0.633 3.251  0.11
H33 4.793 1.852 4.742  0.11
H34 2.532 2.451 3.956  0.12
H35 1.546 2.281 -4.363  0.11
H36 0.486 3.928 -5.854  0.11
H37 -1.500 5.199 -5.101  0.11
H38 -2.383 4.865 -2.812  0.11
H39 -1.296 3.232 -1.303  0.06
H40 3.622 0.240 -1.704  0.08
H41 4.636 -1.499 -3.155  0.11
H42 3.344 -2.437 -5.051  0.11
H43 1.033 -1.651 -5.479  0.11
H44 0.022 0.071 -4.024  0.11
O1 -1.737 1.235 4.371  -0.38
Se1 -0.430 0.668 3.634  0.94
O2 0.325 2.132 2.918  -0.51
O3 -0.766 -0.109 2.208  -0.59
O4 0.742 -0.013 4.500  -0.39

# 4
C45H44N11O4STi as an isolated structure. Source: OMol25; level of theory: ωB97M-V/def2-TZVPD.

Results
multiplicity	2
charge	0

Each line ends with the Löwdin charge.
Atoms and positions in Å:
Ti1 -0.340 0.095 0.446  1.16
C1 2.086 4.901 1.085  -0.07
C2 2.116 4.098 -0.045  -0.06
C3 1.911 2.729 0.057  -0.02
C4 1.643 2.148 1.293  -0.29
C5 1.626 2.958 2.431  -0.04
C6 1.851 4.321 2.327  -0.08
N1 1.283 0.778 1.354  -0.04
C7 1.750 -0.017 2.398  -0.25
C8 2.956 0.151 3.079  -0.04
C9 3.334 -0.758 4.053  -0.09
C10 2.529 -1.851 4.372  -0.09
C11 1.319 -2.027 3.726  -0.02
C12 0.935 -1.108 2.755  -0.21
N2 -0.273 -1.119 2.060  -0.11
N3 -1.271 -1.840 2.519  0.10
C13 -2.407 -1.553 1.824  -0.34
C14 -3.613 -2.211 2.114  0.00
C15 -4.740 -1.864 1.414  -0.05
C16 -4.672 -0.871 0.428  -0.05
C17 -3.461 -0.272 0.186  -0.10
N4 -2.350 -0.593 0.868  0.01
H1 2.239 5.968 1.000  0.10
H2 2.288 4.539 -1.021  0.07
H3 1.915 2.101 -0.827  0.09
H4 1.421 2.512 3.398  0.12
H5 1.825 4.937 3.217  0.11
H6 3.599 0.986 2.831  0.12
H7 4.280 -0.622 4.561  0.11
H8 2.847 -2.557 5.127  0.10
H9 0.660 -2.851 3.963  0.11
H10 -3.614 -2.973 2.879  0.12
H11 -5.680 -2.359 1.620  0.11
H12 -5.542 -0.581 -0.143  0.11
H13 -3.344 0.486 -0.580  0.12
C18 2.549 5.991 -3.203  -0.03
C19 2.545 5.093 -4.449  -0.55
C20 2.397 5.972 -5.696  -0.06
C21 3.895 4.372 -4.543  -0.06
C22 1.393 4.094 -4.325  -0.16
C23 0.109 4.402 -4.809  -0.02
C24 -0.953 3.527 -4.700  -0.07
C25 -0.739 2.303 -4.078  -0.47
S1 -1.819 0.977 -3.805  1.10
C26 -0.517 0.122 -3.002  -0.56
N5 0.612 0.734 -2.968  0.13
C27 0.521 1.980 -3.565  -0.30
C28 1.581 2.874 -3.696  0.04
C29 -0.735 -1.198 -2.377  -0.25
C30 -1.266 -2.216 -3.167  -0.05
C31 -1.360 -3.508 -2.676  -0.08
C32 -0.906 -3.786 -1.398  -0.08
C33 -0.409 -2.763 -0.599  -0.14
C34 -0.325 -1.438 -1.051  -0.15
H14 3.383 6.696 -3.243  0.09
H15 2.656 5.388 -2.297  0.04
H16 1.621 6.559 -3.125  0.10
H17 3.268 6.624 -5.784  0.08
H18 1.518 6.615 -5.649  0.07
H19 2.333 5.366 -6.602  0.09
H20 4.685 5.101 -4.732  0.08
H21 3.899 3.643 -5.354  0.09
H22 4.150 3.854 -3.617  0.07
H23 -0.069 5.356 -5.285  0.10
H24 -1.927 3.796 -5.087  0.11
H25 2.544 2.577 -3.301  0.11
H26 -1.569 -1.996 -4.185  0.11
H27 -1.763 -4.296 -3.300  0.10
H28 -0.947 -4.798 -1.015  0.10
H29 -0.087 -3.015 0.403  0.09
O1 -2.111 5.865 0.185  0.14
C35 -2.375 5.482 1.425  -0.50
O2 -2.823 6.234 2.253  0.11
C36 -2.059 4.071 1.783  -0.04
C37 -2.196 3.553 3.050  0.02
N6 -1.788 2.271 2.998  0.06
N7 -1.385 1.923 1.778  0.07
C38 -1.558 2.994 1.025  -0.13
C39 -1.181 2.826 -0.408  -0.48
O3 -1.242 3.740 -1.206  0.12
O4 -0.771 1.617 -0.668  -0.14
H30 -1.725 5.142 -0.370  0.07
H31 -2.544 4.020 3.955  0.14
H32 -1.721 1.607 3.751  0.17
C40 3.092 -2.783 -0.663  -0.18
N8 3.260 -1.366 -0.334  -0.08
C41 3.473 -0.631 -1.582  -0.18
N9 4.642 -1.120 -2.322  -0.08
C42 4.434 -2.544 -2.601  -0.18
N10 4.251 -3.331 -1.377  -0.09
C43 5.435 -3.142 -0.535  -0.18
N11 5.667 -1.734 -0.202  -0.09
C44 4.469 -1.231 0.482  -0.18
C45 5.816 -0.992 -1.457  -0.18
H33 2.206 -2.897 -1.289  0.11
H34 2.944 -3.348 0.261  0.13
H35 3.620 0.427 -1.345  0.12
H36 2.584 -0.717 -2.201  0.10
H37 5.298 -2.930 -3.146  0.12
H38 3.546 -2.654 -3.227  0.13
H39 6.310 -3.530 -1.062  0.12
H40 5.305 -3.708 0.390  0.12
H41 4.618 -0.176 0.722  0.12
H42 4.334 -1.784 1.414  0.12
H43 5.974 0.064 -1.227  0.12
H44 6.693 -1.369 -1.989  0.12

In order of appearance, energy relative to the best compared isomer or geometry (same formula, charge and spin) = 77.2; 34.2; 25.3; 18.5 kcal/mol.
In order of appearance, DFT total energy = -5798.8768; -4127.0631; -5847.6455; -3892.2793 hartree.